(1)
{"formula": "C5H11NO2", "method": "wB97M-V/def2-TZVPD", "smiles": "O=CNCCCCO", "elements": ["C", "N", "C", "O", "C", "C", "C", "O", "H", "H", "H", "H", "H", "H", "H", "H", "H", "H", "H"], "coordinates": [[-0.5150, 1.5585, 0.7019], [-0.5127, 0.4366, 1.6247], [-1.5815, -0.3750, 1.7832], [-1.6396, -1.2958, 2.5711], [0.4691, 1.4174, -0.4596], [0.3419, 0.1174, -1.2544], [1.6344, -0.3568, -1.8534], [1.4966, -1.6433, -2.4922], [-1.5202, 1.7185, 0.3261], [-0.2058, 2.4507, 1.2521], [0.2653, 0.3293, 2.2562], [-2.4010, -0.1305, 1.0900], [1.5070, 1.5116, -0.1432], [0.2381, 2.2429, -1.1155], [-0.4069, 0.2029, -2.0450], [-0.0223, -0.7119, -0.6374], [2.0222, 0.3502, -2.5998], [2.4157, -0.5096, -1.1222], [0.7463, -1.5547, -3.0968]]}


(2)
{"formula": "C5H11NO2", "method": "wB97M-V/def2-TZVPD", "smiles": "CC(=O)O.C=NCC", "elements": ["C", "C", "C", "N", "H", "H", "H", "H", "H", "H", "H", "O", "C", "O", "C", "H", "H", "H", "H"], "coordinates": [[-1.3801, 1.1963, -1.5984], [-1.9809, 0.5067, -0.3730], [-0.8135, 0.4387, 1.6330], [-0.9598, -0.0808, 0.4537], [-2.1829, 1.6392, -2.1299], [-0.6931, 1.9585, -1.2574], [-0.8336, 0.4942, -2.2139], [-2.6323, -0.2835, -0.7186], [-2.5920, 1.2935, 0.1642], [-1.4528, 1.2937, 2.0113], [-0.0559, 0.0647, 2.3455], [1.8903, -0.9784, 1.9301], [1.7796, -1.2770, 0.7384], [1.2125, -2.4243, 0.2878], [2.3218, -0.4089, -0.4243], [1.0491, -2.9552, 1.1170], [1.9229, -0.7125, -1.4124], [3.4117, -0.3716, -0.3075], [1.9888, 0.6067, -0.2454]]}


(3)
{"formula": "C5H11NO2", "method": "wB97M-V/def2-TZVPD", "elements": ["C", "C", "O", "H", "H", "H", "H", "H", "H", "C", "C", "C", "N", "O", "H", "H", "H", "H", "H"], "coordinates": [[2.0751, 0.0562, -0.5108], [1.5805, 1.4171, -0.1163], [1.2110, -1.2291, 0.2074], [1.0965, -1.0242, 1.1537], [2.0866, -0.1299, -1.5779], [3.0222, -0.1987, -0.0342], [1.2640, 1.4381, 0.9257], [2.3929, 2.1388, -0.2452], [0.7413, 1.7172, -0.7391], [-2.5546, 0.2447, 0.6309], [-1.2344, -0.4072, 0.8951], [-0.6014, -1.1223, -0.2884], [-0.6451, -0.4704, -1.4401], [-0.6527, -0.3434, 1.9591], [-0.4234, -1.0786, -2.2262], [-0.7417, -2.2084, -0.2220], [-2.4346, 0.9268, -0.2122], [-3.2815, -0.5135, 0.3326], [-2.9009, 0.7869, 1.5079]]}


(4)
{"formula": "C5H11NO2", "method": "wB97M-V/def2-TZVPD", "smiles": "CCCCNC(=O)O", "elements": ["C", "N", "C", "O", "O", "C", "C", "C", "H", "H", "H", "H", "H", "H", "H", "H", "H", "H", "H"], "coordinates": [[-0.5149, -0.6278, 0.8516], [-1.6965, -1.3057, 0.3766], [-2.0126, -1.6549, -0.9138], [-1.3550, -1.0475, -1.9241], [-2.8702, -2.4684, -1.1542], [-0.2707, 0.8325, 0.3823], [1.1944, 1.2224, 0.6321], [2.1006, 1.0239, -0.6004], [0.4200, -1.2031, 0.7804], [-0.6418, -0.4996, 1.9277], [-2.2652, -1.8122, 1.0310], [-0.5780, -0.5887, -1.5892], [-0.5960, 1.0213, -0.6384], [-0.8777, 1.4631, 1.0283], [1.5613, 0.5231, 1.3758], [1.3094, 2.1882, 1.0681], [3.0150, 1.6012, -0.4316], [1.6867, 1.3454, -1.5537], [2.3913, -0.0131, -0.6485]]}


(5)
{"formula": "C5H11NO2", "method": "wB97M-V/def2-TZVPD", "smiles": "Cc1ccc[nH]1.O.O", "elements": ["C", "C", "N", "C", "C", "C", "H", "H", "H", "H", "H", "H", "H", "H", "H", "O", "H", "H", "O"], "coordinates": [[-1.0933, -2.0026, -0.0106], [-2.1936, -1.1806, 0.4205], [-2.2186, -0.0063, -0.3465], [-1.1259, -0.0457, -1.2670], [-0.4477, -1.3391, -1.1479], [-0.7125, 1.0368, -2.2128], [-0.9513, -2.9255, 0.3349], [-2.7631, -1.0898, 1.3190], [-3.0004, 0.6041, -0.4234], [0.3294, -1.5995, -1.8223], [-1.4468, 1.8844, -2.2266], [0.2811, 1.4173, -2.0117], [-0.6377, 0.5618, -3.2071], [-0.8058, 1.5422, 2.2810], [0.4250, 0.9506, 2.7010], [-0.3584, 1.3351, 3.1055], [5.2135, 0.1839, 0.8456], [6.1475, 0.6524, 1.9382], [5.3585, 0.0206, 1.7303]]}


(6)
{"formula": "C5H11NO2", "method": "wB97M-V/def2-TZVPD", "elements": ["C", "N", "C", "C", "C", "O", "C", "O", "H", "H", "H", "H", "H", "H", "H", "H", "H", "H", "H"], "coordinates": [[-0.1301, -1.8638, 1.4673], [-0.7816, -1.5847, 0.1472], [-0.1779, -0.6850, -0.7418], [-0.4551, 0.7574, -0.6509], [0.3908, 0.9618, 0.4918], [-0.0345, 1.4764, -1.8530], [0.5145, -1.2797, -1.8818], [0.5091, -2.4705, -2.0507], [-0.8467, -2.4541, 2.0313], [0.8338, -2.3498, 1.3111], [-0.0269, -0.8963, 1.9351], [-0.7976, -2.4729, -0.3517], [-0.3881, 4.6508, 1.7740], [-1.5376, 0.8741, -0.5782], [1.4601, 0.7653, 0.5112], [0.0070, 1.2335, 1.4669], [-0.2960, 4.1673, 1.2111], [0.8117, 1.8351, -1.5599], [0.9452, -0.6648, -2.6790]]}


What are the HOMO-LUMO gap values for these records? In order: 10.66, 10.77, 9.78, 10.52, 8.44, 6.79 eV.
What are the E_HOMO values for these records? In order: -9.8, -9.9, -8.8, -9.9, -7.8, -7.9 eV.
What are the max |F| values for these records? In order: 1.30, 2.89, 3.39, 1.62, 6.24, 2.83 eV Å⁻¹.